Formula: C5H12O2
Source: the OMol25 dataset
Level of theory: ωB97M-V/def2-TZVPD

The geometry in XYZ format:
```
19
C5H12O2 | the OMol25 dataset | ωB97M-V/def2-TZVPD
C -2.26 -0.63 -0.85
C -0.95 -0.54 -1.10
C 0.14 -0.77 -0.07
O -0.33 -0.74 1.26
C 1.34 0.16 -0.28
C 2.50 -0.18 0.65
H -2.61 -0.86 0.15
H -3.01 -0.45 -1.61
H -0.61 -0.27 -2.10
H 0.49 -1.80 -0.23
H -0.69 0.16 1.42
H 1.67 0.08 -1.33
H 1.02 1.20 -0.13
H 3.35 0.50 0.51
H 2.18 -0.12 1.70
H 2.86 -1.20 0.48
O -1.76 1.69 0.91
H -1.86 1.25 0.05
H -1.47 2.59 0.71
```

Computed properties:
**SMILES**: C=C[C@H](O)CC.O
**Frontier orbital gap**: 10.71 eV
**HOMO level**: -9.90 eV
**DFT total energy**: -348.16341 Ha
**LUMO level**: 0.806 eV
**2S+1**: 1

=====

Formula: C21H44CrN3OP2S
Source: the OMol25 dataset
Level of theory: ωB97M-V/def2-TZVPD

The geometry in XYZ format:
```
73
C21H44CrN3OP2S | the OMol25 dataset | ωB97M-V/def2-TZVPD
Cr -0.31 0.28 0.07
P -1.41 0.43 2.10
P 0.15 0.68 -2.13
N -2.44 0.25 -0.70
C -3.13 0.04 1.66
H -3.52 -0.70 2.36
H -3.73 0.95 1.82
C -3.39 -0.42 0.23
H -3.32 -1.50 0.13
H -4.41 -0.14 -0.09
C -2.51 -0.35 -2.07
H -3.52 -0.12 -2.48
H -2.43 -1.44 -2.02
C -1.43 0.26 -2.95
H -1.84 1.20 -3.37
H -1.22 -0.39 -3.81
C 1.38 -0.45 -2.93
C 2.77 -0.35 -2.31
H 3.34 -1.26 -2.54
H 2.75 -0.25 -1.21
H 3.33 0.50 -2.71
C 0.55 2.41 -2.64
C 1.97 2.85 -2.27
H 2.03 3.95 -2.35
H 2.72 2.43 -2.96
H 2.25 2.58 -1.24
C -1.45 2.07 2.96
C -0.14 2.43 3.67
H -0.17 3.50 3.94
H 0.74 2.29 3.03
H 0.00 1.85 4.60
C -0.96 -0.85 3.37
C 0.52 -0.80 3.76
H 0.86 -1.81 4.04
H 0.69 -0.15 4.64
H 1.18 -0.45 2.95
C 1.39 0.84 0.71
C 0.26 2.75 -4.10
H 0.89 2.19 -4.79
H -0.79 2.57 -4.38
H 0.45 3.82 -4.26
C -2.65 2.28 3.91
H -2.62 3.31 4.29
H -3.61 2.14 3.40
H -2.61 1.60 4.77
C -1.87 -0.91 4.61
H -1.71 -1.87 5.12
H -1.63 -0.12 5.33
H -2.94 -0.85 4.36
C 1.46 -0.35 -4.46
H 2.04 0.52 -4.78
H 1.98 -1.24 -4.85
H 0.48 -0.33 -4.95
H 0.97 -1.45 -2.68
H -1.11 -1.78 2.79
H -0.15 2.99 -2.01
H -1.57 2.75 2.10
O 2.51 0.98 1.10
H -2.93 1.14 -0.88
H 0.26 1.73 0.44
C 2.66 -2.55 1.38
N 2.26 -3.12 0.11
C 3.07 -3.89 -0.70
C 2.36 -4.23 -1.82
N 1.11 -3.62 -1.66
C 1.06 -2.91 -0.49
S -0.28 -2.04 0.11
H 2.74 -1.45 1.31
H 1.93 -2.80 2.16
H 3.64 -2.97 1.64
H 4.08 -4.14 -0.41
H 2.60 -4.81 -2.66
H 0.34 -3.68 -2.33
```

Computed properties:
**Frontier orbital gap (spin up / spin down)**: 5.58 / 8.41 eV
**HOMO level (spin up / spin down)**: -7.60 / -11.03 eV
**DFT total energy**: -3191.19141 Ha
**LUMO level (spin up / spin down)**: -2.015 / -2.625 eV
**2S+1**: 5
**Net charge**: +1

=====

Formula: C2H8O4
Source: the OMol25 dataset
Level of theory: ωB97M-V/def2-TZVPD

The geometry in XYZ format:
```
14
C2H8O4 | the OMol25 dataset | ωB97M-V/def2-TZVPD
O -0.52 -1.11 0.64
C 0.08 -0.18 -0.01
O -0.71 0.32 -0.95
C 0.78 0.92 0.70
H 1.01 -0.71 -0.69
H 0.20 1.71 1.17
H 1.37 1.31 -0.12
H 1.47 0.48 1.39
H -3.18 -1.20 -0.15
H -1.71 0.10 -0.70
O -2.77 -0.39 0.15
H 3.21 -0.38 -1.20
H -1.57 -0.72 0.58
O 2.34 -0.14 -0.83
```

Computed properties:
**Frontier orbital gap**: 7.20 eV
**HOMO level**: -10.74 eV
**DFT total energy**: -381.72673 Ha
**LUMO level**: -3.541 eV
**2S+1**: 1

=====

Formula: C6H11ClN2O2S
Source: the OMol25 dataset
Level of theory: ωB97M-V/def2-TZVPD

The geometry in XYZ format:
```
23
C6H11ClN2O2S | the OMol25 dataset | ωB97M-V/def2-TZVPD
C 0.38 -1.97 0.61
C -0.62 -0.12 -0.70
C 0.17 2.31 -0.72
C -0.28 1.00 1.54
C -1.82 -2.25 -0.51
C 0.25 0.99 -0.02
N -0.70 -1.36 -0.04
N 1.64 0.52 0.03
O 0.23 -3.02 1.15
O -1.35 0.21 -1.58
S 2.85 1.52 0.06
Cl 1.69 -0.63 -1.90
H 1.37 -1.52 0.41
H 0.87 3.18 -0.31
H 0.33 2.27 -1.72
H -0.90 2.68 -0.58
H -1.23 0.56 1.45
H 0.35 0.44 2.15
H -0.52 1.99 1.94
H -1.53 -2.96 -1.18
H -2.17 -2.82 0.40
H -2.72 -1.57 -0.93
H 3.73 0.56 0.45
```

Computed properties:
**Frontier orbital gap (spin up / spin down)**: 7.76 / 7.77 eV
**HOMO level (spin up / spin down)**: -9.61 / -9.62 eV
**DFT total energy**: -1353.47690 Ha
**LUMO level (spin up / spin down)**: -1.851 / -1.849 eV
**2S+1**: 1

=====

Formula: C25H29BCl3GeN6OPPt
Source: the OMol25 dataset
Level of theory: ωB97M-V/def2-TZVPD

The geometry in XYZ format:
```
68
C25H29BCl3GeN6OPPt | the OMol25 dataset | ωB97M-V/def2-TZVPD
Pt 0.44 0.66 -0.53
C -0.95 3.35 2.62
C -1.08 2.18 1.87
N -0.07 2.09 1.00
N 0.71 3.18 1.16
C 0.19 3.95 2.14
B 1.89 3.44 0.23
N 2.87 2.26 0.17
C 4.21 2.27 0.33
C 4.70 1.03 -0.02
C 3.58 0.29 -0.40
N 2.48 1.04 -0.28
N 1.29 3.56 -1.25
C 1.22 4.59 -2.04
C 0.61 4.17 -3.28
C 0.35 2.78 -3.08
N 0.73 2.43 -1.89
H -1.59 3.70 3.41
H -1.82 1.40 1.91
H 0.67 4.88 2.42
H 2.44 4.46 0.48
H 4.71 3.16 0.66
H 5.73 0.71 -0.01
H 3.52 -0.72 -0.77
H 1.58 5.56 -1.75
H 0.40 4.78 -4.14
H -0.10 2.08 -3.77
C 2.72 -2.46 1.77
P 1.30 -1.37 2.00
C 1.60 -0.32 3.43
C -0.18 -2.30 2.17
C -1.22 -1.84 3.00
C -2.34 -2.61 3.19
C -2.46 -3.83 2.52
C -1.46 -4.28 1.66
C -0.33 -3.51 1.46
H 2.68 -2.97 0.80
H 2.72 -3.21 2.57
H 3.63 -1.87 1.83
H 1.60 -0.93 4.34
H 0.86 0.47 3.51
H 2.59 0.14 3.31
H -1.13 -0.90 3.53
H -3.12 -2.29 3.87
H -3.35 -4.44 2.67
H -1.56 -5.23 1.15
H 0.45 -3.86 0.79
C -3.57 -1.21 -0.62
C -2.13 -1.06 -0.98
O -1.49 -0.20 -0.33
C -1.53 -1.90 -2.01
C -0.23 -1.67 -2.49
C 0.32 -2.47 -3.46
C -0.42 -3.54 -3.98
C -1.70 -3.78 -3.52
C -2.26 -2.97 -2.55
H -3.85 -0.47 0.13
H -3.75 -2.21 -0.21
H -4.19 -1.10 -1.51
H 0.34 -0.81 -2.13
H 1.32 -2.28 -3.84
H 0.01 -4.17 -4.75
H -2.28 -4.60 -3.93
H -3.27 -3.17 -2.21
Cl -2.73 1.54 -2.89
Ge -3.08 2.74 -1.11
Cl -2.04 4.62 -1.45
Cl -5.17 3.04 -0.95
```

Computed properties:
**Frontier orbital gap (spin up / spin down)**: 8.15 / 5.36 eV
**HOMO level (spin up / spin down)**: -16.48 / -17.44 eV
**DFT total energy**: -5315.92356 Ha
**LUMO level (spin up / spin down)**: -8.326 / -12.077 eV
**2S+1**: 6
**Net charge**: +3

=====

Formula: C3H7NO3
Source: the OMol25 dataset
Level of theory: ωB97M-V/def2-TZVPD

The geometry in XYZ format:
```
14
C3H7NO3 | the OMol25 dataset | ωB97M-V/def2-TZVPD
O 2.93 0.30 -0.52
C 1.89 -0.02 0.01
O 1.62 -1.31 0.34
N 0.90 0.84 0.35
C -0.45 0.40 0.73
C -1.27 -0.02 -0.47
O -2.60 -0.22 -0.03
H 2.39 -1.80 0.01
H 1.00 1.71 -0.15
H -0.30 -0.45 1.39
H -0.92 1.22 1.26
H -0.83 -0.95 -0.85
H -1.21 0.74 -1.26
H -3.14 -0.43 -0.80
```

Computed properties:
**SMILES**: O=C(O)NCCO
**Frontier orbital gap**: 10.76 eV
**HOMO level**: -10.06 eV
**DFT total energy**: -399.01052 Ha
**LUMO level**: 0.692 eV
**2S+1**: 1

=====

Formula: C15H18N6O3PtS
Source: the OMol25 dataset
Level of theory: ωB97M-V/def2-TZVPD

The geometry in XYZ format:
```
44
C15H18N6O3PtS | the OMol25 dataset | ωB97M-V/def2-TZVPD
Pt 0.06 0.34 0.80
N -0.62 4.45 -0.68
C 0.74 4.65 -0.81
C 1.32 3.45 -0.51
N 0.34 2.54 -0.21
C -0.79 3.16 -0.30
C -2.03 2.46 0.03
N -2.01 1.23 0.51
C -3.32 0.88 0.73
C -4.13 1.90 0.37
N -3.30 2.91 -0.07
H -1.33 5.16 -0.80
H 1.15 5.60 -1.10
H 2.36 3.18 -0.48
H -3.57 -0.10 1.10
H -5.20 2.01 0.38
H -3.59 3.80 -0.42
C -1.23 -2.61 1.31
C -1.37 -2.60 -0.21
C -1.63 -4.00 -0.75
O -2.50 -1.79 -0.55
C -0.12 -1.99 -0.87
O 0.78 -2.69 -1.28
O -0.11 -0.67 -0.98
H -2.16 -2.96 1.76
H -1.01 -1.60 1.67
H -0.40 -3.24 1.65
H -2.53 -4.40 -0.29
H -0.79 -4.66 -0.52
H -1.76 -3.98 -1.83
H -2.12 -0.97 -0.91
C 4.04 0.25 -1.28
C 3.40 -0.42 -0.10
C 3.46 -1.79 0.10
C 2.76 -2.31 1.18
N 2.05 -1.56 2.00
C 2.05 -0.24 1.75
S 1.04 0.82 2.78
N 2.74 0.37 0.75
H 4.91 -0.31 -1.63
H 4.34 1.26 -1.02
H 3.32 0.29 -2.09
H 4.01 -2.43 -0.57
H 2.76 -3.38 1.36
```

Computed properties:
**Frontier orbital gap (spin up / spin down)**: 6.74 / 6.72 eV
**HOMO level (spin up / spin down)**: -7.52 / -7.48 eV
**DFT total energy**: -1654.14918 Ha
**LUMO level (spin up / spin down)**: -0.778 / -0.756 eV
**2S+1**: 1

=====

Formula: C5H10O
Source: the OMol25 dataset
Level of theory: ωB97M-V/def2-TZVPD

The geometry in XYZ format:
```
16
C5H10O | the OMol25 dataset | ωB97M-V/def2-TZVPD
C -1.37 -1.23 1.05
C -0.21 -0.71 0.23
C -0.55 0.34 -0.83
C 0.78 1.10 -0.99
C 1.61 0.61 0.21
O 0.71 -0.04 1.08
H -1.02 -1.96 1.78
H -2.11 -1.71 0.41
H -1.85 -0.41 1.59
H 0.31 -1.55 -0.27
H -0.92 -0.10 -1.76
H -1.34 1.01 -0.44
H 0.62 2.19 -0.96
H 1.27 0.87 -1.94
H 2.09 1.42 0.77
H 2.39 -0.09 -0.12
```

Computed properties:
**SMILES**: C[C@H]1CCCO1
**Frontier orbital gap**: 10.95 eV
**HOMO level**: -9.75 eV
**DFT total energy**: -271.74117 Ha
**LUMO level**: 1.195 eV
**2S+1**: 1

=====

Formula: C25H48CaO24
Source: the OMol25 dataset
Level of theory: ωB97M-V/def2-TZVPD

The geometry in XYZ format:
```
98
C25H48CaO24 | the OMol25 dataset | ωB97M-V/def2-TZVPD
Ca 0.21 -0.26 -0.40
C 1.13 5.59 0.27
C 2.10 5.16 -0.90
C 3.44 4.56 -0.42
O 3.16 3.21 -0.39
C 1.94 2.94 -0.88
O 1.50 1.77 -1.06
O 1.42 4.03 -1.37
H 0.09 5.61 -0.07
H 1.41 6.56 0.70
H 1.07 4.92 1.13
H 2.25 5.96 -1.62
H 3.73 4.92 0.57
H 4.25 4.74 -1.13
C -0.41 -3.25 3.52
O -1.39 -2.18 3.45
C -1.24 -1.25 2.58
O -0.42 -1.23 1.66
O -2.21 -0.28 2.73
C -3.08 -0.19 3.80
H 0.42 -3.13 4.22
H 0.06 -3.60 2.60
H -0.91 -4.11 3.97
H -3.70 0.70 3.66
H -2.49 0.01 4.70
H -3.65 -1.08 4.07
C -3.86 1.18 0.11
O -3.58 1.58 -1.24
C -2.39 1.57 -1.76
O -1.34 1.16 -1.17
O -2.43 1.97 -2.99
C -1.24 2.45 -3.62
H -3.60 1.95 0.84
H -3.33 0.29 0.46
H -4.95 1.17 0.10
H -0.59 3.07 -3.01
H -1.61 2.92 -4.53
H -0.64 1.60 -3.94
C 1.67 2.80 3.28
O 0.38 3.22 2.76
C -0.26 2.41 1.84
O 0.17 1.44 1.30
O -1.49 2.78 1.53
C -2.09 3.87 2.23
H 2.39 2.73 2.46
H 1.70 1.85 3.81
H 1.83 3.60 4.01
H -2.09 3.72 3.31
H -3.09 3.94 1.83
H -1.55 4.77 1.95
C 2.50 -0.95 3.38
O 3.57 -0.74 2.50
C 3.42 -0.42 1.25
O 2.40 -0.45 0.59
O 4.64 -0.12 0.74
C 4.88 0.14 -0.67
H 2.93 -1.23 4.34
H 1.95 -1.81 3.00
H 1.83 -0.11 3.24
H 4.18 0.86 -1.08
H 4.68 -0.80 -1.19
H 5.90 0.51 -0.79
C -3.85 -3.07 0.63
O -3.78 -2.69 -0.76
C -2.79 -1.91 -1.29
O -1.78 -1.55 -0.64
O -3.00 -1.46 -2.47
C -4.28 -1.69 -3.13
H -3.30 -4.01 0.73
H -4.91 -3.15 0.83
H -3.65 -2.24 1.30
H -5.05 -0.96 -2.90
H -4.78 -2.62 -2.89
H -4.03 -1.53 -4.18
C 2.88 -3.97 0.58
O 1.57 -4.43 0.41
C 0.70 -3.71 -0.34
O 0.90 -2.58 -0.80
O -0.44 -4.41 -0.64
C -0.83 -5.64 -0.13
H 2.99 -3.20 1.34
H 3.30 -3.60 -0.35
H 3.47 -4.84 0.86
H -0.51 -5.69 0.91
H -0.49 -6.49 -0.73
H -1.92 -5.70 -0.19
C 2.59 0.88 -4.09
O 1.77 -0.09 -4.67
C 1.02 -0.84 -3.82
O 0.71 -0.63 -2.67
O 0.65 -1.89 -4.47
C -0.17 -2.95 -3.82
H 3.58 0.44 -4.01
H 2.22 1.32 -3.16
H 2.83 1.68 -4.79
H -1.03 -2.67 -3.21
H 0.44 -3.59 -3.17
H -0.61 -3.62 -4.55
```

Computed properties:
**Frontier orbital gap**: 11.64 eV
**HOMO level**: -15.40 eV
**DFT total energy**: -3464.46035 Ha
**LUMO level**: -3.758 eV
**2S+1**: 1
**Net charge**: +2

=====

Formula: C5H8FO4Pb
Source: the OMol25 dataset
Level of theory: ωB97M-V/def2-TZVPD

The geometry in XYZ format:
```
19
C5H8FO4Pb | the OMol25 dataset | ωB97M-V/def2-TZVPD
C 0.34 -1.95 -0.02
O -0.45 -0.82 -0.40
C 0.38 -2.92 -1.17
H 1.35 -1.60 0.24
H -0.10 -2.41 0.87
H 0.97 -3.80 -0.89
H -0.64 -3.26 -1.43
H 0.84 -2.47 -2.06
C -0.06 2.11 0.00
O 0.29 1.05 0.73
C -0.78 0.05 0.61
C -1.96 0.93 0.18
O -1.34 2.15 -0.26
O 0.66 3.09 -0.12
F 4.07 4.68 1.17
H -0.87 -0.40 1.61
H -2.49 0.48 -0.67
H -2.65 1.16 1.00
Pb 2.46 3.94 0.61
```

Computed properties:
**Frontier orbital gap**: 9.10 eV
**HOMO level**: -14.12 eV
**DFT total energy**: -788.70492 Ha
**LUMO level**: -5.026 eV
**2S+1**: 1
**Net charge**: +1

=====

Formula: C4H3N2P2
Source: the OMol25 dataset
Level of theory: ωB97M-V/def2-TZVPD

The geometry in XYZ format:
```
11
C4H3N2P2 | the OMol25 dataset | ωB97M-V/def2-TZVPD
C -0.65 -1.12 -0.19
C 0.29 -1.78 0.57
C -0.19 0.26 -0.32
C 1.12 0.23 0.34
N -0.95 2.95 -0.91
N 1.29 -0.91 0.94
P -1.18 1.39 -1.24
P -0.65 4.41 -0.99
H -1.52 -1.42 -0.64
H 0.44 -2.77 0.85
H 1.99 -1.24 1.59
```

Computed properties:
**Frontier orbital gap (spin up / spin down)**: 6.61 / 6.68 eV
**HOMO level (spin up / spin down)**: -12.20 / -12.95 eV
**DFT total energy**: -946.02756 Ha
**LUMO level (spin up / spin down)**: -5.584 / -6.270 eV
**2S+1**: 3
**Net charge**: +1

=====

Formula: ClCu2FO4
Source: the OMol25 dataset
Level of theory: ωB97M-V/def2-TZVPD

The geometry in XYZ format:
```
8
ClCu2FO4 | the OMol25 dataset | ωB97M-V/def2-TZVPD
Cu -2.77 1.63 0.47
Cu 0.33 2.87 -1.36
F 1.43 -1.98 -2.66
Cl 0.23 -0.53 0.69
O -0.34 0.78 0.28
O 1.65 -0.45 0.80
O -0.35 -0.78 2.00
O -0.17 -1.53 -0.22
```

Computed properties:
**Frontier orbital gap**: 2.54 eV
**HOMO level**: -7.02 eV
**DFT total energy**: -4141.37171 Ha
**LUMO level**: -4.476 eV
**2S+1**: 1